This record from OMol25 describes C15H15MgN6O9 as an isolated structure. The level of theory is wB97M-V/def2-TZVPD.

Geometry as XYZ:
```
46
Properties=species:S:1:pos:R:3:forces:R:3
Mg -0.087577 -0.036010 -0.550342 0.607 0.191 -2.711
N -0.677947 1.103130 -3.581662 1.440 3.587 -1.583
O -0.394997 0.515750 -2.548872 1.240 -1.594 1.989
O 0.160103 1.956300 -4.087142 -1.228 -1.972 0.820
O -1.782537 0.962510 -4.051732 -1.283 -0.285 -0.988
N 0.440253 -3.176910 -1.388722 0.206 -1.062 0.371
O -0.352537 -3.685390 -2.123342 -2.019 -0.844 -1.976
O 1.444573 -3.783340 -1.059352 1.911 -0.195 0.744
O 0.186533 -2.069880 -0.893842 -0.066 2.319 1.033
N -0.737147 2.989480 0.260488 -0.182 1.264 4.071
O -0.354317 1.884740 -0.076582 1.424 -2.385 -0.758
O -0.507077 3.394640 1.439038 0.724 -0.557 -0.040
O -1.412407 3.651790 -0.437282 -1.984 1.960 -3.036
N 0.202423 -0.380200 1.376498 0.284 0.719 5.872
C -0.358927 0.340300 2.450168 1.039 -2.116 0.113
C -0.120837 0.009160 3.822368 0.240 -0.574 -2.238
C 0.699283 -1.102810 4.137168 -0.359 1.129 -0.062
C 1.294833 -1.785370 3.084238 0.174 0.510 0.940
C 1.075963 -1.333060 1.833078 -1.040 0.700 -3.525
H -1.022587 1.184730 2.336648 0.106 0.024 -0.959
H -0.663927 0.696840 4.453668 0.371 -0.397 0.784
H 0.975783 -1.355790 5.150058 -0.329 -0.033 0.202
H 2.030043 -2.574800 3.135698 -0.111 -0.087 0.617
H 1.603883 -1.766430 0.996488 0.081 -0.453 -0.004
N 2.084583 0.289150 -0.914912 3.708 -0.379 -0.373
C 2.741263 1.078390 0.002948 -1.132 -0.538 -1.856
C 4.017923 1.604470 -0.209462 0.047 -0.529 -1.264
C 4.701073 1.219070 -1.366052 -1.123 -0.123 -0.774
C 4.126033 0.334160 -2.334422 0.126 0.651 2.726
C 2.868193 -0.175940 -2.008012 -1.541 1.856 0.928
H 2.091903 1.372540 0.814248 0.185 0.251 0.235
H 4.441753 2.432500 0.339308 -0.172 -0.272 0.591
H 5.611093 1.747190 -1.609672 0.267 -0.170 0.013
H 4.721523 0.101540 -3.204872 -0.439 -0.298 -0.154
H 2.317353 -0.775620 -2.717492 -0.077 -0.220 0.132
N -2.086357 -0.402730 -0.418922 -4.523 0.708 0.936
C -2.677057 -1.384810 0.316178 -0.836 0.044 -0.144
C -4.064637 -1.489920 0.635898 2.089 -0.082 -0.852
C -4.894277 -0.526770 0.155838 -1.222 0.828 0.209
C -4.403967 0.545210 -0.570362 1.915 -0.570 0.995
C -3.013637 0.580900 -0.794902 -0.409 -0.729 -0.337
H -2.099997 -2.204750 0.717558 0.774 0.195 -0.293
H -4.416677 -2.350030 1.186068 0.057 0.055 0.098
H -5.940897 -0.517280 0.422118 -0.235 -0.233 -0.035
H -5.001967 1.428480 -0.739552 0.003 -0.131 -0.514
H -2.764097 1.454880 -1.378252 1.292 -0.162 0.055
```
Forces are in eV/Å.

Values from the calculation:
Total charge = -1
Frontier orbital gap = 7.56 eV
Molecular weight = 447.62 g mol⁻¹
Energy = -48605.4185 eV
Relative energy (zero: lowest compared OMol25 entry of this formula, charge and spin) = 22.11 kcal per mole

natural (NBO) population analysis, charges in e, atoms 1 to 4: atom 1 (Mg): 1.77, atom 2 (N): 0.74, atom 3 (O): -0.64, atom 4 (O): -0.56